Record 1
Here is C5H11NO in the gas phase from OMol25. Energies are from the ωB97M-V functional and the def2-TZVPD basis.

Structure (XYZ):
```
18
Properties=species:S:1:pos:R:3:forces:R:3
C 2.8013 -0.0058 -0.1539 0.1847 0.0053 0.0396
N 1.4277 0.0279 -0.6099 -0.0959 0.0101 0.0302
C 0.4442 0.4595 0.2303 0.0612 0.0244 0.0603
O 0.7056 0.9628 1.3112 -0.0699 -0.1636 -0.2173
C -0.9815 0.2096 -0.2532 0.0144 0.0015 -0.0167
C -1.2867 -1.2984 -0.1909 -0.0210 -0.1029 0.0060
C -1.9703 0.9991 0.5952 -0.0401 0.0440 0.0204
H 3.2948 0.9658 -0.2587 -0.0658 -0.0959 0.0355
H 3.3685 -0.7492 -0.7185 -0.1265 0.0791 0.0196
H 2.8057 -0.2791 0.9041 0.0887 0.0665 -0.1355
H 1.1860 -0.3593 -1.5085 0.0097 0.0523 0.1968
H -1.0401 0.5396 -1.3005 0.0337 -0.0554 0.1375
H -1.6055 -1.5775 0.8197 0.0962 0.0471 -0.1288
H -0.4125 -1.9085 -0.4425 -0.1542 0.0912 -0.0196
H -2.0923 -1.5623 -0.8811 0.0330 0.0401 0.1035
H -2.9990 0.7870 0.2866 0.1263 0.0258 0.0114
H -1.8510 0.7126 1.6441 -0.0502 0.0687 -0.1326
H -1.7949 2.0762 0.5265 -0.0244 -0.1382 -0.0104
```
Forces are in eV/Å.

The LUMO energy is 0.8874 eV. As for the total energy: -327.1257 hartree. The energy above the lowest of the compared OMol25 structures with the same formula, charge and spin is 14.89 kJ/mol. The calculation puts the gap between HOMO and LUMO at 10.5 eV. The charge is 0. As for the molecular weight: 101.149 g/mol.



Record 2
Here is 5 unconnected molecules or ions with the total composition H11O5 in a non-equilibrium geometry from OMol25. Energies are from the ωB97M-V functional and the def2-TZVPD basis.

Structure (XYZ):
```
16
Properties=species:S:1:pos:R:3:forces:R:3
O -1.2495 0.2070 -3.2091 -0.5979 2.4421 -2.5026
H -0.8410 1.0105 -3.6640 -0.4835 -1.4412 0.7166
H -2.1609 0.2636 -3.6275 1.2526 -0.6077 1.2031
O 0.9968 1.5597 4.9261 -0.0186 2.1806 0.4059
H 0.9822 2.4784 5.3559 0.0187 -2.0541 -0.7936
H 1.1473 1.7738 3.9920 -0.0003 -0.1053 0.3711
O -2.3473 0.0457 1.3195 2.2310 1.4009 -1.2158
H -2.8979 -0.3717 1.9072 -3.2493 -2.2522 1.4493
H -1.7888 0.3429 2.0382 1.1073 0.8728 -0.2130
O 2.0614 -1.6808 -1.4744 5.0390 -1.8332 3.6611
H 2.8896 -1.8485 -0.6483 -3.7251 1.5828 -3.4679
H 1.9754 -2.6216 -1.6285 -0.5742 -0.6347 -0.7533
O 0.1458 -0.2982 -1.2627 2.2391 -2.0540 1.1922
H -0.3187 0.0694 -2.0455 -1.3886 1.0144 0.0527
H 0.9384 -0.9967 -1.5779 -0.7673 1.0080 1.2294
H 0.4673 0.0666 -0.4012 -1.0828 0.4811 -1.3352
```
Forces are in eV/Å.

The LUMO energy is -4.0007 eV. As for the total energy: -382.4618 hartree. The energy above the lowest of the compared OMol25 structures with the same formula, charge and spin is 305.27 kJ/mol. The calculation puts the gap between HOMO and LUMO at 9.8 eV. The charge is +1. As for the molecular weight: 91.083 g/mol.



Record 3
Here is 15 unconnected molecules or ions with the total composition H30O15 in a non-equilibrium geometry from OMol25. Energies are from the ωB97M-V functional and the def2-TZVPD basis.

Structure (XYZ):
```
45
Properties=species:S:1:pos:R:3:forces:R:3
H -0.8651 0.0339 0.4126 -0.6823 0.3865 -0.2127
H 0.5008 0.4999 0.7339 0.3849 0.0419 0.0903
H -3.8993 1.8709 0.2426 -3.5715 -1.3969 0.7384
H -3.1587 3.2163 0.4313 -0.1102 -1.5681 -0.4213
H 2.1010 0.9341 -2.0344 0.2239 0.3928 0.2214
H 2.4072 1.0720 -3.4977 0.1071 0.0650 -0.6078
H 4.5013 -1.9101 -1.1690 -0.0751 0.2378 0.3747
H 3.4953 -0.8526 -0.9012 -1.6890 0.3175 -0.3599
H -1.7601 4.2462 -3.4282 0.9154 -2.6514 0.3420
H -1.4837 2.8594 -2.6082 -0.1600 0.7735 -0.2015
H -1.5633 -2.0859 1.1032 1.4030 -0.5657 -0.9894
H -2.9843 -1.5959 1.2829 1.8693 -1.1329 1.6911
H 3.6246 1.2542 1.6271 -2.6524 1.0074 -0.4207
H 4.5389 0.4830 2.4125 0.5899 0.1842 -0.6152
H 1.5259 -0.7255 -2.2665 0.7810 -1.4821 -0.1810
H 2.9393 -0.7677 -2.8332 0.1844 -0.4071 -0.1209
H -1.1214 -2.8794 -1.9034 -0.9974 -1.7069 0.8417
H -2.4647 -3.5071 -2.0832 -1.7938 -0.0467 -0.8942
H -0.1410 4.1334 3.5947 0.0887 3.4988 -1.0999
H 0.5321 3.0558 4.2057 -1.5325 -0.4738 -0.2632
H 0.4594 2.8583 0.0939 -0.2141 1.0781 0.6074
H 0.1679 4.0686 1.1520 0.5007 -1.1406 -2.0431
H -4.4135 -1.1665 0.0584 -1.5642 -0.5696 -0.0870
H -5.5592 -1.0463 1.0379 -0.3881 0.1078 0.5084
H 1.2568 -4.7811 1.2750 -0.2836 -3.0260 1.6669
H 0.6436 -4.1273 -0.0107 0.9591 -0.2454 1.5055
H -1.4490 -0.7374 -0.9545 0.4076 -0.0872 -1.2243
H -0.8389 -0.3712 -2.3524 -0.6803 1.9868 -2.0308
H 1.7175 -1.4757 2.6619 -0.0542 -0.2106 -0.5676
H 0.2466 -1.7307 3.1317 1.1152 0.3258 0.0248
O -0.1949 -0.0663 1.0695 0.6139 -0.0016 0.5842
O -3.1101 2.2805 0.1026 3.7524 2.8704 -0.4153
O 2.1462 1.5875 -2.7388 -0.3074 0.0679 0.4143
O 4.3337 -1.1318 -0.6145 2.1349 -0.8080 0.3526
O -1.3956 3.2905 -3.4730 -0.7873 1.8843 -0.0938
O -2.1758 -1.9569 1.7989 -3.2560 1.3224 -0.5227
O 4.5181 1.0436 1.6112 2.0436 -1.0873 1.1290
O 2.2980 -1.3437 -2.3965 -1.3621 1.3679 -0.0400
O -1.6880 -3.6701 -1.5977 2.7999 1.7065 0.1521
O -0.3703 3.2907 3.8487 1.4641 -2.9495 1.3592
O 0.4028 3.8323 0.1969 -0.3841 0.0554 1.4433
O -5.3465 -1.4807 0.2149 1.8616 0.5400 -0.5062
O 1.2527 -4.0277 0.7728 -0.7724 3.3269 -3.2064
O -0.7872 -0.9490 -1.6431 0.1561 -1.8472 2.5256
O 1.1607 -1.5245 3.4333 -1.0386 -0.1409 0.5519
```
Forces are in eV/Å.

The LUMO energy is -0.8287 eV. As for the total energy: -1146.4559 hartree. The energy above the lowest of the compared OMol25 structures with the same formula, charge and spin is 483.47 kJ/mol. The calculation puts the gap between HOMO and LUMO at 9.9 eV. The charge is 0. As for the molecular weight: 270.225 g/mol.



Record 4
Here is C5H12N2O in the gas phase in a non-equilibrium geometry from OMol25. Energies are from the ωB97M-V functional and the def2-TZVPD basis.

Structure (XYZ):
```
20
Properties=species:S:1:pos:R:3:forces:R:3
C 0.5045 1.4590 -1.7923 0.5275 -0.7816 -0.1131
C -0.1322 1.2772 -0.6270 -0.7095 1.2879 -0.1189
N -0.1579 2.2711 0.3518 0.1806 -0.0693 -0.3562
C -1.0579 0.1391 -0.3698 0.6798 -1.6856 0.9426
C -0.5333 -0.8789 0.7343 -1.0724 -0.2745 -0.0619
N 0.0524 -0.2476 1.9088 0.5641 0.2279 0.2839
C 0.2218 -2.0645 0.1270 1.0991 0.6985 -1.2713
O 1.0583 -1.6688 -0.9807 0.1867 -0.1211 -0.3159
H 1.2859 2.1922 -1.9397 -0.2301 0.3357 0.1299
H 0.3936 0.7489 -2.6020 -0.1512 -0.0246 0.0639
H 0.3721 3.1004 0.1259 0.0667 -0.1730 0.2795
H -0.1567 1.9665 1.3102 -0.0487 0.0096 0.1149
H -2.0438 0.3615 0.0292 0.0399 0.9562 -0.3712
H -1.1800 -0.4574 -1.2720 -0.0587 0.1196 -0.0965
H -1.4946 -1.2236 1.1254 0.1963 -0.6029 -0.0082
H 0.1161 -0.9211 2.6661 -0.2757 0.0164 -0.0635
H 1.0137 0.0479 1.7867 0.1067 0.0923 -0.4175
H 0.9270 -2.5734 0.7880 -0.5097 0.0375 0.6516
H -0.4320 -2.8076 -0.3318 -0.3324 0.0412 0.3684
H 1.2430 -0.7210 -1.0382 -0.2592 -0.0906 0.3593
```
Forces are in eV/Å.

The LUMO energy is 0.9118 eV. As for the total energy: -382.4243 hartree. The energy above the lowest of the compared OMol25 structures with the same formula, charge and spin is 205.47 kJ/mol. The calculation puts the gap between HOMO and LUMO at 9.2 eV. The charge is 0. As for the molecular weight: 116.164 g/mol.



The highest molecular weight belongs to which entry?
H30O15



Which value of gap between HOMO and LUMO does entry 4 give?
9.2 eV



Look up the gap between HOMO and LUMO of the fourth one.
9.2 eV